[1]
Formula: C13H15F4NO2
Source: the Open Molecules 2025 dataset
Level of theory: ωB97M-V/def2-TZVPD

* gap between HOMO and LUMO: 4.896 eV
* energy above the lowest of the compared OMol25 structures with the same formula, charge and spin: 0.0 kcal per mole

The geometry in XYZ format:
```
35
Properties=species:S:1:pos:R:3:nbo_charge:R:1
C 1.323 3.473 2.875 0.375
C 0.084 2.696 2.866 0.338
H -1.211 1.823 -0.721 0.156
H -0.046 -0.188 0.466 0.387
C 2.542 2.668 2.882 0.294
C -2.709 0.388 -1.454 -0.407
F -1.097 0.661 2.865 -0.273
O 1.259 -0.648 2.349 -0.440
H -3.588 -0.025 -0.940 0.202
H -2.662 -1.557 -2.490 0.216
F -1.074 3.389 2.858 -0.277
F 3.682 0.618 2.864 -0.268
O 1.333 4.711 2.870 -0.416
C 0.076 1.344 2.828 0.268
C -1.987 -0.744 -2.195 -0.404
H -0.557 -2.442 -3.679 0.209
C 0.387 -1.675 -1.866 -0.217
C -0.911 -1.239 -1.191 -0.020
C -1.697 0.884 -0.386 -0.199
C 1.290 0.560 2.685 0.386
C 2.526 1.312 2.844 0.286
C 1.425 -2.099 -0.843 -0.603
H 1.076 -2.967 -0.272 0.205
H -3.033 1.201 -2.118 0.213
N -0.749 -0.168 -0.281 -0.675
H 0.753 -0.786 -2.404 0.191
H -1.495 -0.349 -3.096 0.198
H 1.055 -3.075 -3.343 0.208
H 1.672 -1.298 -0.141 0.206
H -0.326 -3.652 -2.395 0.202
F 3.707 3.339 2.908 -0.267
H -2.180 1.119 0.580 0.177
H 2.338 -2.373 -1.377 0.207
C 0.114 -2.773 -2.880 -0.608
H -1.317 -2.128 -0.668 0.152
```



[2]
Formula: C13H15GaN2O4PS
Source: the Open Molecules 2025 dataset
Level of theory: ωB97M-V/def2-TZVPD

* gap between HOMO and LUMO: 8.330 eV
* charge: +1

The geometry in XYZ format:
```
37
Properties=species:S:1:pos:R:3:nbo_charge:R:1
C 0.931 -1.082 3.561 -0.075
C 0.485 3.507 -1.924 -0.985
O -1.329 -3.067 -0.702 -0.891
H 1.129 3.698 -1.068 0.270
H -2.471 -0.780 0.536 0.203
H -0.130 2.033 -4.672 0.264
P 0.624 1.764 -2.399 1.921
C -3.163 -0.893 2.581 -0.176
H -1.147 -1.165 5.307 0.231
C -0.449 -1.033 3.281 -0.085
H 0.781 4.152 -2.746 0.263
C -1.452 -1.071 4.275 -0.152
H -1.460 1.599 -3.567 0.267
C 1.357 -1.101 1.220 0.154
Ga -0.087 -0.978 -1.074 1.862
H 2.903 -1.177 2.691 0.266
H -0.545 3.721 -1.647 0.268
O 3.465 -1.032 0.130 -0.541
H -3.537 -1.052 4.695 0.237
C 2.348 1.376 -2.801 -1.001
O 0.130 0.937 -1.198 -1.170
H -4.215 -0.845 2.344 0.234
S -1.679 -2.865 -2.113 1.529
H 2.985 1.568 -1.938 0.276
N -1.118 -1.538 -2.567 -1.169
C -0.854 -0.948 1.918 0.166
C 1.838 -1.116 2.532 -0.222
C 2.284 -1.218 0.022 0.746
H 2.437 0.323 -3.067 0.279
C -0.421 1.409 -3.833 -1.000
H -0.318 0.354 -4.090 0.279
H 1.259 -1.105 4.589 0.238
O 1.673 -1.519 -1.099 -0.846
N 0.073 -0.984 0.937 -0.561
C -2.775 -1.009 3.930 -0.189
C -2.218 -0.858 1.591 -0.154
H 2.668 1.996 -3.635 0.264
```



[3]
Formula: C13H15IN3O5PdSi
Source: the Open Molecules 2025 dataset
Level of theory: ωB97M-V/def2-TZVPD

* gap between HOMO and LUMO: 6.842 eV
* energy above the lowest of the compared OMol25 structures with the same formula, charge and spin: 12.4 kcal per mole
* charge: -1

The geometry in XYZ format:
```
39
Properties=species:S:1:pos:R:3:nbo_charge:R:1
H -2.613 0.742 0.779 0.244
N 3.122 0.102 0.854 -0.321
H -1.924 -3.549 2.148 0.240
C -1.551 2.375 -1.843 -1.147
C 0.290 3.527 0.368 -1.145
H -2.141 1.518 -2.168 0.258
H -2.641 2.429 1.320 0.225
O -3.496 -4.476 0.154 -0.669
H -2.806 -3.262 -2.073 0.255
C -1.292 -1.986 -1.270 0.125
I 6.832 1.571 -0.427 0.152
C 3.722 1.612 -0.529 -0.057
C -0.972 -1.326 -2.633 0.732
O -0.117 -0.406 -2.616 -0.774
H -2.212 3.245 -1.750 0.219
H -1.512 1.272 2.051 0.251
H 4.997 -0.591 1.526 0.228
H 1.043 3.807 -0.370 0.232
H -0.389 4.377 0.500 0.225
H -3.538 -4.770 1.070 0.475
C -1.990 1.571 1.117 -1.152
O 1.064 -1.022 1.961 -0.824
C -1.781 -3.127 1.161 -0.327
O -0.258 -2.264 3.279 -0.703
N 2.658 1.028 0.001 -0.310
C -2.519 -3.525 0.056 0.338
C -0.811 -2.156 0.989 0.133
Si -0.721 2.038 -0.195 1.594
C 4.892 1.061 0.008 -0.324
H 0.795 3.341 1.316 0.242
N -0.594 -1.595 -0.204 -0.529
O -1.593 -1.789 -3.598 -0.715
C -2.270 -2.965 -1.185 -0.294
C 4.456 0.093 0.895 -0.052
C 0.077 -1.772 2.199 0.760
H -0.820 2.571 -2.627 0.249
Pd 0.584 0.345 -0.414 0.459
H 2.418 -0.440 1.409 0.486
H 3.612 2.394 -1.261 0.220
```



[4]
Formula: C13H15N3
Source: the Open Molecules 2025 dataset
Level of theory: ωB97M-V/def2-TZVPD

* gap between HOMO and LUMO: 8.881 eV
* energy above the lowest of the compared OMol25 structures with the same formula, charge and spin: 27.5 kcal per mole

The geometry in XYZ format:
```
31
Properties=species:S:1:pos:R:3:nbo_charge:R:1
C -1.317 -2.602 2.099 0.149
H 0.771 4.355 -0.549 0.232
C -1.743 -0.515 1.543 -0.097
H 3.729 2.608 0.349 0.206
H -4.189 0.199 0.847 0.213
H -0.200 1.545 -2.941 0.216
H 0.331 -2.523 -1.799 0.216
C 0.124 0.888 -2.151 -0.222
N -2.620 -2.488 2.157 -0.455
H -4.939 -1.333 1.163 0.228
C 1.496 3.845 -1.210 -0.655
C 1.579 -1.192 -0.821 -0.267
H -1.153 -0.601 -2.854 0.223
C 1.902 0.171 -0.705 0.122
H 2.177 4.544 -1.707 0.234
H -4.792 -0.129 2.412 0.214
H 2.175 -1.985 -0.399 0.224
H -1.580 0.531 1.355 0.214
N -0.738 -1.435 1.615 -0.529
H -0.826 -3.515 2.436 0.201
H 0.207 -1.296 1.304 0.427
C 1.927 2.484 -0.948 -0.104
H 0.855 3.718 -2.102 0.217
N 2.915 0.681 0.136 -0.566
C -4.243 -0.600 1.599 -0.638
H 3.867 0.362 -0.071 0.390
C -0.210 -0.472 -2.326 -0.226
C 0.515 -1.459 -1.634 -0.206
C 2.927 2.086 -0.142 -0.014
C -2.916 -1.163 1.883 0.069
C 1.216 1.201 -1.336 -0.017
```



[5]
Formula: C13H15N5O4S
Source: the Open Molecules 2025 dataset
Level of theory: ωB97M-V/def2-TZVPD

* gap between HOMO and LUMO: 9.509 eV
* energy above the lowest of the compared OMol25 structures with the same formula, charge and spin: 40.0 kcal per mole

The geometry in XYZ format:
```
38
Properties=species:S:1:pos:R:3:nbo_charge:R:1
H 2.503 3.266 0.476 0.244
H -4.208 0.399 1.772 0.206
C 6.119 -0.486 -0.805 0.144
H -4.536 1.299 -0.586 0.206
C -0.632 1.999 0.324 -0.170
O -5.392 -1.238 -0.064 -0.521
C 3.478 0.932 -0.194 0.636
H 0.140 3.939 0.799 0.226
H -5.033 -1.941 1.784 0.201
H 1.191 -0.683 -0.569 0.231
C 0.382 2.927 0.514 -0.202
C -0.303 0.713 -0.056 -0.309
H -1.669 2.261 0.462 0.239
C -3.591 -0.382 1.317 -0.255
H -3.335 0.769 -1.802 0.236
C 5.547 -1.941 0.677 0.118
N 7.147 -1.232 -0.544 -0.276
C -3.901 0.473 -0.920 -0.257
C 1.011 0.328 -0.237 -0.200
H -3.795 -2.388 0.568 0.179
H -5.549 -0.520 -1.934 0.201
C -4.454 -1.585 0.931 -0.089
C 1.702 2.556 0.337 -0.170
H -2.805 -0.686 2.007 0.237
C -4.754 -0.761 -1.227 -0.090
O -1.557 -0.823 -1.756 -0.932
H 3.073 -1.040 0.325 0.412
N 6.791 -2.141 0.373 -0.266
O -1.209 -1.650 0.538 -0.940
H 6.088 0.339 -1.483 0.232
H -4.103 -1.539 -1.652 0.181
S -1.535 -0.565 -0.345 2.313
N 5.056 -0.894 -0.050 -0.199
C 2.031 1.250 -0.025 -0.072
H 4.968 -2.507 1.377 0.205
N -2.953 0.183 0.141 -0.689
N 3.774 -0.392 -0.006 -0.428
O 4.315 1.759 -0.469 -0.580
```



[6]
Formula: C13H15NNaO4S3
Source: the Open Molecules 2025 dataset
Level of theory: ωB97M-V/def2-TZVPD

* gap between HOMO and LUMO: 6.299 eV
* energy above the lowest of the compared OMol25 structures with the same formula, charge and spin: 0.0 kcal per mole
* charge: -1

The geometry in XYZ format:
```
37
Properties=species:S:1:pos:R:3:nbo_charge:R:1
S 3.124 1.858 1.295 0.157
C -4.280 -1.469 -1.430 -0.243
S 3.121 -1.399 -0.786 0.169
H 4.488 2.062 -0.611 0.222
O -1.468 2.318 0.012 -0.710
C -6.171 0.203 -1.031 0.733
H -5.050 -2.212 -1.586 0.242
H 4.848 -0.302 0.454 0.223
O -6.951 -0.748 -1.233 -0.763
C -2.938 -1.771 -1.514 0.008
H -2.617 -2.788 -1.724 0.168
C -3.656 0.765 -0.924 -0.207
S 0.659 -0.945 1.570 0.175
C 3.700 1.354 -0.344 -0.549
H 2.901 1.502 -1.072 0.244
H 5.011 -0.074 -1.273 0.224
H 1.016 1.715 0.131 0.280
C -2.324 0.389 -1.057 0.070
C 1.310 1.815 1.177 -0.563
H 2.378 -3.135 0.573 0.229
H 0.948 2.801 1.470 0.246
O -6.405 1.392 -0.760 -0.744
C 2.353 -1.459 1.940 -0.571
H 0.952 0.870 3.098 0.211
H 2.358 -2.095 2.829 0.217
C 0.615 0.797 2.062 -0.539
N -1.964 -0.873 -1.344 -0.547
H -3.912 1.782 -0.667 0.259
Na 0.336 -0.608 -1.307 0.879
H 3.963 -2.612 1.098 0.218
H -0.453 1.030 2.049 0.276
C 4.291 -0.054 -0.452 -0.540
O -0.212 1.415 -1.605 -0.854
C 2.977 -2.249 0.798 -0.533
H 2.957 -0.580 2.158 0.245
C -4.665 -0.168 -1.130 -0.056
C -1.242 1.473 -0.862 0.724
```



[7]
Formula: C13H15NSe4Tc
Source: the Open Molecules 2025 dataset
Level of theory: ωB97M-V/def2-TZVPD

* gap between HOMO and LUMO (alpha / beta): 5.086 / 5.095 eV
* energy above the lowest of the compared OMol25 structures with the same formula, charge and spin: 25.0 kcal per mole
* 2S+1: 4
* charge: +2

The geometry in XYZ format:
```
34
Properties=species:S:1:pos:R:3:nbo_charge:R:1
C -3.721 0.243 1.817 -0.175
H -0.772 -2.413 -1.179 0.253
H -2.459 0.161 3.550 0.241
C 0.312 -1.482 -3.491 -0.656
Tc 1.655 1.084 0.837 0.647
H -0.318 1.981 -0.855 0.411
C -2.508 0.321 2.482 -0.179
C -3.781 0.451 0.446 -0.162
C -1.350 0.610 1.771 -0.270
H -2.673 0.906 -1.338 0.231
H -4.728 0.392 -0.072 0.246
H -0.771 -1.367 -3.495 0.238
H 0.752 -0.744 -4.160 0.239
H -0.097 0.389 -1.081 0.423
H -4.624 0.021 2.369 0.247
H 3.711 -0.458 -0.484 0.258
Se 4.156 2.812 3.341 0.402
Se 3.613 0.898 2.248 0.002
H 2.506 -1.582 1.417 0.249
H 0.531 -2.471 -3.899 0.267
C -1.417 0.817 0.405 0.174
C 2.678 -0.773 -0.594 -0.272
Se 2.647 4.366 2.779 0.391
C 0.187 -1.937 -1.014 -0.209
H -0.404 0.670 2.310 0.192
C -2.627 0.739 -0.268 -0.257
H 2.654 -0.334 -2.695 0.250
N -0.189 1.102 -0.356 -0.854
Se 1.153 3.414 1.354 0.035
C 1.993 -1.364 0.487 -0.278
H 0.190 -2.388 1.078 0.254
C 0.724 -1.918 0.262 -0.169
C 2.104 -0.766 -1.868 -0.203
C 0.873 -1.381 -2.105 0.035
```



[8]
Formula: C13H16BiCl2N3
Source: the Open Molecules 2025 dataset
Level of theory: ωB97M-V/def2-TZVPD

* gap between HOMO and LUMO (alpha / beta): 4.493 / 4.495 eV
* energy above the lowest of the compared OMol25 structures with the same formula, charge and spin: 20.6 kcal per mole
* charge: +2

The geometry in XYZ format:
```
35
Properties=species:S:1:pos:R:3:nbo_charge:R:1
Cl 0.379 -4.091 0.449 -0.006
H 5.068 -1.378 1.217 0.406
N -8.520 1.459 -0.454 -0.167
C -0.820 -0.672 0.296 -0.735
C 4.122 1.716 -0.153 -0.459
H 1.426 -4.138 -1.575 0.231
H -6.274 -1.123 -0.512 0.252
C -4.280 -0.679 -0.416 -0.140
H 0.746 1.743 0.131 0.416
H 4.825 0.074 2.061 0.378
C -5.584 -0.352 -0.319 -0.142
N 4.613 -0.402 1.215 -0.886
N 1.667 1.618 0.542 -0.861
Bi 1.343 -0.849 0.956 1.740
H -2.892 2.204 0.591 0.231
H 6.013 0.643 0.012 0.213
H -4.013 -1.751 -0.413 0.245
H 2.534 0.762 -1.244 0.203
C -1.951 -0.192 0.148 0.345
C -5.059 1.949 0.117 -0.155
C 1.671 -4.641 -0.663 -0.397
C 2.684 1.639 -0.577 -0.253
H -5.422 2.964 0.344 0.265
C -6.015 0.951 -0.026 -0.053
H 4.252 2.051 0.865 0.219
H 1.914 2.331 1.224 0.435
H 1.736 -5.741 -0.709 0.270
C -3.686 1.564 0.181 -0.111
C 4.985 0.390 0.017 -0.204
Cl 3.303 -4.181 -0.243 0.014
H 2.393 2.525 -1.256 0.255
C -3.327 0.241 -0.012 -0.229
H 4.837 -0.309 -0.752 0.191
H 4.732 2.347 -0.836 0.271
C -7.403 1.328 -0.206 0.215
```



> Number 8 is which compound?

C13H16BiCl2N3



Please write out number 8 again, unchanged.
Formula: C13H16BiCl2N3
Source: the Open Molecules 2025 dataset
Level of theory: ωB97M-V/def2-TZVPD

* gap between HOMO and LUMO (alpha / beta): 4.493 / 4.495 eV
* energy above the lowest of the compared OMol25 structures with the same formula, charge and spin: 20.6 kcal per mole
* charge: +2

The geometry in XYZ format:
```
35
Properties=species:S:1:pos:R:3:nbo_charge:R:1
Cl 0.379 -4.091 0.449 -0.006
H 5.068 -1.378 1.217 0.406
N -8.520 1.459 -0.454 -0.167
C -0.820 -0.672 0.296 -0.735
C 4.122 1.716 -0.153 -0.459
H 1.426 -4.138 -1.575 0.231
H -6.274 -1.123 -0.512 0.252
C -4.280 -0.679 -0.416 -0.140
H 0.746 1.743 0.131 0.416
H 4.825 0.074 2.061 0.378
C -5.584 -0.352 -0.319 -0.142
N 4.613 -0.402 1.215 -0.886
N 1.667 1.618 0.542 -0.861
Bi 1.343 -0.849 0.956 1.740
H -2.892 2.204 0.591 0.231
H 6.013 0.643 0.012 0.213
H -4.013 -1.751 -0.413 0.245
H 2.534 0.762 -1.244 0.203
C -1.951 -0.192 0.148 0.345
C -5.059 1.949 0.117 -0.155
C 1.671 -4.641 -0.663 -0.397
C 2.684 1.639 -0.577 -0.253
H -5.422 2.964 0.344 0.265
C -6.015 0.951 -0.026 -0.053
H 4.252 2.051 0.865 0.219
H 1.914 2.331 1.224 0.435
H 1.736 -5.741 -0.709 0.270
C -3.686 1.564 0.181 -0.111
C 4.985 0.390 0.017 -0.204
Cl 3.303 -4.181 -0.243 0.014
H 2.393 2.525 -1.256 0.255
C -3.327 0.241 -0.012 -0.229
H 4.837 -0.309 -0.752 0.191
H 4.732 2.347 -0.836 0.271
C -7.403 1.328 -0.206 0.215
```